<one>
DFT (the ωB97M-V functional and the def2-TZVPD basis) results for a 2-piece molecular cluster, C2H9NO overall.

## Properties
HOMO energy   -9.549 eV
SMILES   CNC.O

ORCA input file:
```
! RIJCOSX wB97M-V def2-TZVPD def2/J DEFGRID3
* xyz 0 1
C -1.3565 0.4947 0.0713
N -0.1370 -0.1324 0.6528
C 0.1416 -1.4167 -0.0747
H -1.6601 0.0772 -0.9039
H -2.3177 0.5890 0.5786
H -1.0363 1.5084 -0.2192
H -0.3044 -0.3908 1.6182
H -0.7393 -1.6923 -0.6699
H 0.3915 -2.3028 0.5523
H 0.9998 -1.2392 -0.7159
O 2.2255 1.3923 -0.5664
H 1.6645 0.8062 -0.0370
H 2.1284 2.3065 -0.2862
*
```

Atomic partial charges in e from the natural (NBO) method, atoms 1 to 2:
1. C -0.442
2. N -0.653


<two>
DFT (the ωB97M-V functional and the def2-TZVPD basis) results for a 2-piece molecular cluster, C2H9NO overall.

## Properties
HOMO energy   -8.721 eV
SMILES   CCN.O

ORCA input file:
```
! RIJCOSX wB97M-V def2-TZVPD def2/J DEFGRID3
* xyz 0 1
C -2.2459 0.4395 1.1115
C -1.5449 -0.4940 0.1438
N -0.2995 0.1104 -0.4394
H -3.1809 -0.0822 1.5755
H -2.5402 1.3718 0.6851
H -1.4530 0.7321 1.8895
H -2.2426 -0.8052 -0.6364
H -1.2523 -1.4651 0.6679
H -0.4388 1.0714 -0.4555
H 0.6189 -0.1501 -0.0792
O 3.4120 -0.1246 -0.7800
H 4.2193 0.0153 -0.2115
H 3.8150 -0.1372 -1.6514
*
```

Atomic partial charges in e from the natural (NBO) method, atoms 1 to 2:
1. C -0.624
2. C -0.216


<three>
DFT (the ωB97M-V functional and the def2-TZVPD basis) results for a 2-piece molecular cluster, C2H9NO overall.

## Properties
HOMO energy   -9.883 eV
SMILES   NCO.C

ORCA input file:
```
! RIJCOSX wB97M-V def2-TZVPD def2/J DEFGRID3
* xyz 0 1
N 2.0899 0.9187 -0.5249
C 0.8042 1.5476 -0.4949
O -0.1591 0.5385 -0.9837
H 2.1685 0.2453 0.2282
H 2.1089 0.4451 -1.4188
H 0.4303 1.8140 0.4913
H 0.7724 2.4126 -1.1642
H -0.9624 0.9938 -1.2884
C -1.4255 -1.8348 1.0453
H -1.7262 -0.9080 1.5577
H -0.5859 -2.2540 1.5891
H -1.1846 -1.4913 0.0454
H -2.3304 -2.4277 0.9179
*
```

Atomic partial charges in e from the natural (NBO) method, atoms 1 to 2:
1. N -0.829
2. C 0.086


<four>
DFT (the ωB97M-V functional and the def2-TZVPD basis) results for a 2-piece molecular cluster, C2H9NO overall.

## Properties
HOMO energy   -9.518 eV
SMILES   CN.CO

ORCA input file:
```
! RIJCOSX wB97M-V def2-TZVPD def2/J DEFGRID3
* xyz 0 1
C 3.3214 -0.3107 0.0914
N 1.9951 0.4048 -0.1444
H 3.6880 -0.3135 -0.9596
H 3.8273 0.1840 0.8602
H 3.0027 -1.4442 0.2949
H 1.6769 0.4198 0.8768
H 2.1858 1.4490 -0.4593
C -3.2876 0.0654 0.1204
O -1.9913 -0.3127 -0.2193
H -3.9364 -0.4446 -0.6239
H -3.5907 -0.0054 1.1501
H -3.4225 1.0514 -0.1360
H -1.6694 0.2438 0.4910
*
```

Atomic partial charges in e from the natural (NBO) method, atoms 1 to 2:
1. C -0.428
2. N -0.831


Which one sits at the top of the stability order? <three> does.


<one>
DFT (the ωB97M-V functional and the def2-TZVPD basis) results for C2H9NO as an isolated structure.

## Properties
HOMO energy   -10.147 eV

ORCA input file:
```
! RIJCOSX wB97M-V def2-TZVPD def2/J DEFGRID3
* xyz 0 1
N 1.7515 0.3569 2.1449
H 2.1734 0.7978 1.4151
H -5.2587 -3.5946 -4.4777
H 1.1336 1.1224 2.6036
H 0.9845 -0.1371 1.5247
C 0.1110 0.7596 -0.2022
O -0.2593 -0.5299 0.0659
C -0.5117 -0.0485 -1.2200
H 1.1179 1.2001 -0.4415
H -0.4797 1.5104 0.2700
H 0.1329 -0.2274 -2.1277
H -1.5887 0.0674 -1.3632
H -5.9971 -3.2646 -4.4112
*
```

Atomic partial charges in e from the natural (NBO) method, atoms 1 to 2:
1. N -1.039
2. H 0.332


<two>
DFT (the ωB97M-V functional and the def2-TZVPD basis) results for a 2-piece molecular cluster, C2H9NO overall.

## Properties
HOMO energy   -9.125 eV
SMILES   COC.N

ORCA input file:
```
! RIJCOSX wB97M-V def2-TZVPD def2/J DEFGRID3
* xyz 0 1
C -1.2722 -0.8120 0.7663
O -0.5824 0.3844 0.2615
C -0.6278 0.6063 -1.3104
H -0.8386 -0.9459 1.8295
H -1.0177 -1.7386 0.2650
H -2.3489 -0.7122 0.7934
H -1.7677 0.6303 -1.4775
H -0.2754 -0.3241 -1.6455
H -0.0402 1.5535 -1.4458
N 2.2510 -0.0217 0.3500
H 2.9280 0.3783 -0.1697
H 2.2726 -1.0309 0.3543
H 1.3901 0.5003 0.2193
*
```

Atomic partial charges in e from the natural (NBO) method, atoms 1 to 2:
1. C -0.262
2. O -0.602


Which one sits at the top of the stability order? <two> does.


<one>
DFT (the ωB97M-V functional and the def2-TZVPD basis) results for a 2-piece molecular cluster, C5H4N overall.

## Properties
HOMO energy   -15.718 eV

ORCA input file:
```
! RIJCOSX wB97M-V def2-TZVPD def2/J DEFGRID3
* xyz 1 1
C -3.4346 0.5924 -0.2451
C -2.4340 0.0478 0.1392
C -0.3659 -0.6763 0.4265
C 1.0146 -0.5208 0.4274
C 2.1334 0.1875 -0.2179
N 0.3799 -1.5256 1.1455
H -4.4374 1.0077 -0.4312
H 1.6776 0.8855 -0.8633
H 2.5430 -0.5672 -0.8211
H 2.9235 0.5690 0.4399
*
```

Atomic partial charges in e from the Mulliken method, atoms 1 to 2:
1. C 0.227
2. C -0.444


<two>
DFT (the ωB97M-V functional and the def2-TZVPD basis) results for a 2-piece molecular cluster, C5H4N overall.

## Properties
HOMO energy (alpha / beta)   -15.215 / -14.800 eV

ORCA input file:
```
! RIJCOSX wB97M-V def2-TZVPD def2/J DEFGRID3
* xyz 1 1
C 0.6825 -4.2498 -1.9438
C 0.3405 -3.1762 -1.6733
C -0.8430 -0.7400 -0.6099
C -1.0290 0.5166 -0.0353
C -0.2695 1.5115 0.5454
N -1.9642 -0.1070 -0.8053
H 0.6599 -5.3378 -1.8662
H -0.6150 2.5422 0.2372
H 0.7321 1.3031 0.5048
H -0.5571 1.7393 1.6611
*
```

Atomic partial charges in e from the natural (NBO) method, atoms 1 to 2:
1. C -0.317
2. C 0.125


Which one sits at the top of the stability order? <one> does.


<one>
DFT (the ωB97M-V functional and the def2-TZVPD basis) results for an isolated ion of composition C5H4N and charge +1.

## Properties
HOMO energy   -15.620 eV

ORCA input file:
```
! RIJCOSX wB97M-V def2-TZVPD def2/J DEFGRID3
* xyz 1 1
C 0.9692 0.3521 -0.7687
C 2.0028 1.0765 -0.9399
C -0.7768 0.6292 2.0457
C -0.3019 -0.0399 1.1497
C -0.2777 -0.2731 -1.3663
N 0.2553 -0.6547 0.1089
H -1.3644 1.1595 2.9214
H -1.1089 0.2749 -1.2448
H -0.0471 -0.9141 -2.1950
H 0.6495 -1.6104 0.2889
*
```

Atomic partial charges in e from the natural (NBO) method, atoms 1 to 2:
1. C -0.322
2. C 0.444


<two>
DFT (the ωB97M-V functional and the def2-TZVPD basis) results for an isolated ion of composition C5H4N and charge +1.

## Properties
HOMO energy   -15.194 eV
SMILES   C#C[C@@H]1[C@@H]2C=[N+]12

ORCA input file:
```
! RIJCOSX wB97M-V def2-TZVPD def2/J DEFGRID3
* xyz 1 1
C 2.3644 0.4960 -0.1054
C 1.1822 0.4191 -0.3735
C -0.2680 0.5901 -0.3375
C -1.3192 0.0563 0.5951
C -1.6575 -1.1345 -0.2614
N -1.1690 -0.3544 -1.1060
H 3.3123 0.2513 0.0550
H -0.3187 1.6367 -0.6151
H -2.0192 0.8538 0.5453
H -2.2277 -2.0118 -0.0544
*
```

Atomic partial charges in e from the natural (NBO) method, atoms 1 to 2:
1. C -0.004
2. C -0.107


Which one sits at the top of the stability order? <two> does.